DFT (ωB97M-V with the def2-TZVPD basis set) results for C6H14NO6P2PdS2 as an isolated structure.

Values from the calculation:
- ΔE to the lowest compared entry with this formula, charge and spin: 0.0 kcal per mole
- Total charge: -1
- Energy: -2350.53879 Eh

CARTESIAN COORDINATES (ANGSTROEM)
Pd: 0.248 -0.002 0.396
C: 4.354 -1.183 2.109
C: 2.872 -1.034 1.875
S: 2.387 -0.654 0.229
C: 1.929 -1.238 2.798
C: 2.192 -1.669 4.212
S: 0.243 -1.017 2.376
H: 4.900 -0.994 1.185
H: 4.616 -2.188 2.451
H: 4.716 -0.471 2.856
H: 3.248 -1.887 4.370
H: 1.617 -2.568 4.451
H: 1.892 -0.896 4.926
N: -3.179 1.541 -2.500
C: -1.862 0.914 -2.072
C: -1.131 0.440 -3.319
P: -2.401 -0.497 -0.973
O: -1.549 -1.767 -1.462
O: -3.834 -0.681 -1.353
O: -1.992 -0.160 0.443
P: -0.946 2.298 -1.259
O: -1.828 2.557 0.062
O: -1.160 3.467 -2.149
O: 0.418 1.741 -0.945
H: -3.881 0.772 -2.421
H: -3.088 1.966 -3.419
H: -3.419 2.288 -1.843
H: -1.699 -0.327 -3.851
H: -0.175 0.010 -3.026
H: -0.929 1.287 -3.982
H: -0.773 -1.884 -0.884
H: -1.788 1.838 0.718

=====

DFT (ωB97M-V with the def2-TZVPD basis set) results for C6H14NOPS as an isolated structure in a non-equilibrium geometry.

Values from the calculation:
- ΔE to the lowest compared entry with this formula, charge and spin: 63.4 kcal per mole
- Energy: -1106.46202 Eh

CARTESIAN COORDINATES (ANGSTROEM)
C: 0.276 0.466 0.263
C: 2.456 1.311 -0.507
C: -0.802 -0.556 3.577
C: -0.392 0.285 -3.226
C: -1.330 -1.167 -0.872
C: -0.394 -0.803 0.793
N: 1.587 0.353 0.003
O: -0.370 1.504 0.056
P: -1.828 -0.669 2.012
S: -0.145 -1.146 -2.195
H: 1.893 2.184 -0.729
H: 3.322 1.681 0.181
H: 2.843 1.037 -1.563
H: 0.128 -1.199 3.412
H: -1.482 -1.100 4.294
H: -0.519 0.524 3.919
H: -1.319 0.079 -3.882
H: 0.465 0.182 -4.005
H: -0.464 1.197 -2.748
H: -2.188 -0.487 -0.875
H: -1.837 -2.134 -0.861
H: 0.407 -1.610 0.996
H: 1.862 -0.628 0.233
H: -2.165 0.700 1.722

=====

DFT (ωB97M-V with the def2-TZVPD basis set) results for one molecule with the formula C6H14O in a non-equilibrium geometry.

Values from the calculation:
- ΔE to the lowest compared entry with this formula, charge and spin: 24.2 kcal per mole
- Energy: -312.21651 Eh
- SMILES string: CCCCCCO

CARTESIAN COORDINATES (ANGSTROEM)
C: 0.033 -1.169 -1.766
O: 0.643 -2.460 -1.905
C: 0.923 -0.158 -1.046
C: 1.198 -0.576 0.442
C: 0.518 0.281 1.539
C: -0.971 0.576 1.344
C: -1.271 1.948 0.723
H: -0.389 -0.760 -2.682
H: -0.823 -1.316 -1.098
H: 0.276 -2.816 -2.726
H: 0.352 0.773 -1.136
H: 1.897 -0.105 -1.539
H: 2.282 -0.604 0.538
H: 0.736 -1.553 0.525
H: 1.153 1.144 1.743
H: 0.552 -0.395 2.394
H: -1.414 -0.169 0.685
H: -1.461 0.529 2.319
H: -0.890 2.020 -0.292
H: -2.357 2.033 0.575
H: -0.986 2.775 1.365

=====

DFT (ωB97M-V with the def2-TZVPD basis set) results for one molecule with the formula C6H14O in a non-equilibrium geometry.

Values from the calculation:
- ΔE to the lowest compared entry with this formula, charge and spin: 18.1 kcal per mole
- Energy: -312.22626 Eh
- SMILES string: CC[C@@H](C)CCO

CARTESIAN COORDINATES (ANGSTROEM)
C: -2.204 0.789 -0.437
O: -2.390 -0.577 -0.758
C: -0.696 1.087 -0.622
C: 0.242 0.391 0.379
C: 1.573 1.127 0.399
C: 0.402 -1.095 -0.018
C: 1.469 -1.809 0.816
H: -2.550 0.982 0.581
H: -2.783 1.488 -1.047
H: -2.836 -0.704 -1.596
H: -0.516 0.676 -1.620
H: -0.540 2.166 -0.659
H: -0.298 0.316 1.330
H: 1.827 1.365 -0.638
H: 2.397 0.610 0.878
H: 1.424 2.098 0.878
H: 0.677 -1.164 -1.075
H: -0.510 -1.662 0.127
H: 1.407 -2.887 0.653
H: 1.387 -1.557 1.873
H: 2.518 -1.641 0.558

=====

DFT (ωB97M-V with the def2-TZVPD basis set) results for a 2-piece molecular cluster, C6H14O overall.

Values from the calculation:
- ΔE to the lowest compared entry with this formula, charge and spin: 35.6 kcal per mole
- Energy: -312.19837 Eh
- SMILES string: C=CCCCO.C

CARTESIAN COORDINATES (ANGSTROEM)
C: -2.919 -0.566 1.363
C: -1.953 0.687 -1.168
C: -0.721 1.032 -0.808
C: 0.475 0.122 -0.918
C: 1.538 0.339 0.161
C: 2.778 -0.501 -0.097
O: 3.739 -0.188 0.891
H: -3.756 -0.755 0.680
H: -3.256 0.059 2.193
H: -2.528 -1.515 1.735
H: -2.179 -0.307 -1.554
H: -2.805 1.347 -1.022
H: -0.556 2.020 -0.374
H: -2.119 -0.041 0.833
H: 0.944 0.267 -1.903
H: 0.129 -0.921 -0.898
H: 1.842 1.393 0.190
H: 1.147 0.097 1.157
H: 2.514 -1.571 -0.075
H: 3.160 -0.280 -1.108
H: 4.528 -0.717 0.722

=====

no.,LUMO level (eV)
1,2.8
2,0.7
3,1.0
4,1.0
5,0.9